# 1
{
  "formula": "C5H9N3",
  "method": "ωB97M-V with the def2-TZVPD basis set",
  "smiles": "C1=NN[C@@H]([C@H]2CN2)C1",
  "e_above_lowest_ev": 2.930,
  "homo_ev": -8.920,
  "symbols": ["C", "N", "N", "C", "C", "C", "N", "C", "H", "H", "H", "H", "H", "H", "H", "H", "H"],
  "positions_angstrom": [[1.858, 0.734, 0.403], [2.008, -0.500, 0.694], [1.301, -1.342, -0.231], [0.262, -0.503, -0.807], [-1.149, -0.694, -0.317], [-1.523, -0.202, 1.026], [-2.085, 0.382, -0.155], [0.833, 0.979, -0.578], [2.374, 1.461, 1.016], [0.938, -2.126, 0.285], [0.295, -0.634, -1.868], [-1.737, -1.526, -0.774], [-2.191, -0.770, 1.682], [-0.782, 0.360, 1.639], [-1.792, 1.354, -0.277], [1.289, 1.371, -1.518], [0.103, 1.657, -0.219]]
}


# 2
{
  "formula": "C5H9N3",
  "method": "ωB97M-V with the def2-TZVPD basis set",
  "e_above_lowest_ev": 4.939,
  "homo_ev": [-7.692, -7.689],
  "symbols": ["C", "C", "C", "C", "N", "N", "C", "N", "H", "H", "H", "H", "H", "H", "H", "H", "H"],
  "positions_angstrom": [[-0.749, -0.500, 0.903], [0.727, -0.558, 0.925], [-1.452, 0.704, 1.094], [1.374, -0.179, -0.466], [-0.634, -0.232, -1.698], [2.493, -0.534, -0.908], [0.376, 0.642, -1.240], [0.163, 1.822, -0.879], [-1.276, -1.428, 0.723], [-0.350, -1.114, -2.100], [-1.426, 0.214, -2.141], [3.065, -1.048, -0.239], [1.116, 0.205, 1.602], [1.112, -1.533, 1.228], [-2.513, 0.588, 1.290], [-0.973, 1.610, 0.018], [-1.054, 1.342, 1.889]]
}


# 3
{
  "formula": "C5H9N3O",
  "method": "ωB97M-V with the def2-TZVPD basis set",
  "smiles": "[H]/N=C(\\N)N(C)C(=O)C=C",
  "e_above_lowest_ev": 0.931,
  "homo_ev": -9.224,
  "symbols": ["H", "N", "C", "N", "N", "C", "C", "O", "C", "C", "H", "H", "H", "H", "H", "H", "H", "H"],
  "positions_angstrom": [[2.385, 2.688, 0.649], [2.122, 1.733, 0.429], [0.873, 1.508, 0.469], [-0.092, 2.385, 0.840], [0.449, 0.109, 0.189], [1.551, -0.822, 0.022], [-0.838, -0.174, -0.096], [-1.777, 0.602, -0.054], [-1.104, -1.657, -0.463], [-2.287, -2.032, -0.932], [-1.051, 2.151, 0.613], [0.161, 3.357, 0.916], [2.457, -0.264, 0.255], [1.613, -1.184, -1.004], [1.444, -1.658, 0.713], [-0.341, -2.400, -0.294], [-3.045, -1.281, -1.101], [-2.521, -3.061, -1.152]]
}


# 4
{
  "formula": "C5H9N3O2",
  "method": "ωB97M-V with the def2-TZVPD basis set",
  "e_above_lowest_ev": 5.486,
  "homo_ev": -8.672,
  "symbols": ["C", "C", "C", "C", "C", "N", "N", "N", "O", "O", "H", "H", "H", "H", "H", "H", "H", "H", "H"],
  "positions_angstrom": [[1.375, 1.529, -0.993], [0.140, 1.988, -1.139], [0.213, 1.012, 0.917], [0.105, -2.964, 0.905], [-1.857, 1.859, 0.241], [1.433, 0.892, 0.262], [-0.550, 1.735, 0.012], [0.416, -2.339, -0.353], [-0.614, -2.150, -1.065], [1.507, -1.895, -0.567], [2.301, 1.436, -1.540], [-0.357, 2.466, -1.997], [-0.402, -3.883, 0.711], [-0.343, -2.288, 1.606], [1.040, -3.362, 1.299], [-2.488, 1.361, -0.497], [-1.990, 1.269, 1.278], [-2.119, 2.927, 0.284], [2.191, 0.406, 0.634]]
}